(w)
A single C2H2BrN molecule, computed with the ωB97M-V functional and the def2-TZVPD basis.

Positions of all 6 atoms, in Å:
N -0.87 -1.94 0.02
C -0.57 -0.82 -0.04
C -0.23 0.55 -0.06
Br 2.16 0.21 0.00
H -0.31 1.18 -0.92
H -0.19 0.81 1.01

Results
* HOMO level: -0.391 Ha
* SMILES: N#CCBr
* Kohn-Sham gap: 8.61 eV

(x)
A single C2H2BrN molecule, computed with the ωB97M-V functional and the def2-TZVPD basis.

Positions of all 6 atoms, in Å:
N 1.38 -1.34 0.90
C 0.59 -0.63 0.46
C -0.42 0.11 -0.13
Br 0.22 1.13 -1.74
H -1.42 -0.26 -0.21
H -0.36 0.98 0.72

Results
* HOMO level: -0.400 Ha
* SMILES: N#CCBr
* Kohn-Sham gap: 10.82 eV

The least stable of them is (w).